Formula: C41H42AsMnN3O7S2
Source: OMol25
Level of theory: ωB97M-V/def2-TZVPD

Results
HOMO-LUMO gap (alpha / beta)   6.0 / 6.6 eV
LUMO level (alpha / beta)   0.1555 / 0.1552 Ha
HOMO (alpha / beta)   -0.065 / -0.086 Ha
Strongest force on any atom   0.92 eV Å⁻¹

Geometry as ORCA input:
```
! wB97M-V def2-TZVPD RIJCOSX def2/J DEFGRID3
* xyz -2 6
Mn -0.693 -0.471 2.441
C -1.480 3.407 4.031
C -1.763 2.129 3.279
O -1.023 1.147 3.584
C -2.784 2.121 2.340
C -3.155 0.989 1.589
C -4.427 1.062 0.788
N -2.462 -0.117 1.581
N -3.063 -1.228 0.962
C -2.475 -2.288 1.419
O -1.549 -2.279 2.321
C -2.899 -3.607 0.865
C -2.426 -4.775 1.448
C -2.801 -6.010 0.938
C -3.637 -6.085 -0.169
C -4.094 -4.915 -0.767
C -3.725 -3.681 -0.252
H -0.794 3.200 4.849
H -2.399 3.852 4.416
H -1.012 4.126 3.352
H -3.357 3.027 2.203
H -4.803 2.085 0.792
H -5.179 0.395 1.213
H -4.260 0.726 -0.236
H -1.733 -4.693 2.275
H -2.415 -6.917 1.388
H -3.912 -7.050 -0.580
H -4.728 -4.964 -1.645
H -4.062 -2.760 -0.712
C -1.351 0.843 -5.140
C -0.772 0.029 -4.014
C -0.319 -2.114 -3.662
C 0.317 -2.772 -2.477
C 0.345 -2.163 -1.296
C -0.238 -0.808 -1.120
C -0.696 0.731 -2.626
S 1.112 -3.032 0.057
O 0.308 -4.235 0.264
O 2.480 -3.337 -0.373
N 1.055 -2.000 1.242
C 1.696 -2.644 2.406
C 1.448 -1.926 3.710
O 2.087 -2.207 4.709
O 0.507 -1.007 3.740
H -1.534 0.220 -6.022
H -0.670 1.651 -5.426
H -2.302 1.298 -4.843
H -0.570 -2.869 -4.409
H 0.753 -3.760 -2.585
H -0.414 -0.606 -0.074
H -1.070 1.754 -2.612
H 2.782 -2.727 2.304
H 1.323 -3.661 2.581
C 2.256 3.155 3.148
S 2.615 1.398 3.152
C 3.477 1.263 4.722
H 3.142 3.763 2.952
H 1.806 3.450 4.100
H 1.526 3.317 2.355
H 2.865 1.676 5.529
H 4.452 1.757 4.706
H 3.609 0.197 4.914
O 0.076 1.076 1.100
As 1.039 1.650 -0.207
C 3.855 0.932 0.034
C 4.844 1.614 -0.638
C 5.923 0.892 -1.150
C 5.970 -0.491 -0.996
C 4.945 -1.154 -0.321
C 3.878 -0.437 0.213
C 0.023 3.243 -0.797
C -1.341 3.383 -0.565
C -2.012 4.542 -0.935
C -1.322 5.583 -1.551
C 0.040 5.456 -1.789
C 0.706 4.293 -1.405
C 0.555 0.415 -1.754
C -1.466 -0.463 -1.990
C -1.521 -1.170 -3.359
C 0.436 -0.886 -4.343
C 1.736 -0.463 -3.746
C 1.792 0.121 -2.552
H 4.790 2.689 -0.782
H 6.716 1.408 -1.682
H 6.796 -1.053 -1.416
H 4.943 -2.234 -0.222
H 3.068 -0.960 0.718
H -1.868 2.577 -0.073
H -3.076 4.636 -0.743
H -1.843 6.489 -1.838
H 0.585 6.265 -2.263
H 1.774 4.202 -1.578
H -2.404 -0.355 -1.451
H -2.501 -1.508 -3.702
H 0.539 -1.046 -5.419
H 2.656 -0.677 -4.283
H 2.760 0.372 -2.136
*
```

Formula: C41H42AsN6O2RuS
Source: OMol25
Level of theory: ωB97M-V/def2-TZVPD

Results
HOMO-LUMO gap (alpha / beta)   6.9 / 3.0 eV
LUMO level (alpha / beta)   -0.1936 / -0.3391 Ha
HOMO (alpha / beta)   -0.448 / -0.450 Ha
Strongest force on any atom   3.15 eV Å⁻¹

Geometry as ORCA input:
```
! wB97M-V def2-TZVPD RIJCOSX def2/J DEFGRID3
* xyz 2 6
Ru 0.524 -0.327 0.417
C 3.896 0.379 0.974
C 3.090 0.662 2.265
N 1.850 -0.130 2.244
C 0.871 -0.201 3.396
C 0.123 -1.531 3.107
C -0.352 -2.315 4.157
C -0.536 -3.632 3.859
C -0.234 -4.205 2.620
C 0.073 -3.279 1.618
C 0.518 -3.561 0.237
N 1.593 -2.537 0.039
C 2.715 -2.759 -0.923
C 3.616 -1.495 -0.806
N 3.896 -1.123 0.604
N 0.212 -1.978 1.884
H 3.315 0.819 0.131
H 4.906 0.802 1.010
H 3.657 0.281 3.167
H 2.911 1.703 2.508
H 2.214 -1.121 2.070
H 1.460 -0.238 4.298
H 0.185 0.635 3.194
H -0.395 -1.919 5.176
H -0.780 -4.293 4.644
H -0.355 -5.258 2.407
H 0.956 -4.575 0.153
H -0.223 -3.356 -0.562
H 2.159 -2.508 0.924
H 3.196 -3.711 -0.673
H 2.223 -2.903 -1.876
H 3.129 -0.623 -1.217
H 4.523 -1.675 -1.406
H 4.726 -1.504 0.921
C -5.583 -1.969 5.457
C -4.848 -1.639 4.150
C -4.886 -2.445 3.031
C -4.178 -2.135 1.901
C -3.454 -0.930 1.908
C -3.340 -0.114 3.064
C -4.066 -0.453 4.178
S -2.688 -0.392 0.443
O -1.946 -1.514 -0.119
O -3.620 0.323 -0.364
N -1.344 0.464 0.938
C -1.110 1.821 0.727
C -1.920 2.963 0.611
C -1.383 4.179 0.699
C 0.004 4.347 0.834
C 0.727 3.168 0.886
N 0.213 1.971 0.875
H -5.419 -1.217 6.207
H -5.147 -2.843 5.851
H -6.649 -2.085 5.457
H -5.537 -3.304 3.117
H -4.286 -2.746 0.991
H -2.743 0.850 2.986
H -4.063 0.141 5.076
H -2.959 2.901 0.461
H -2.164 4.957 0.655
H 0.436 5.329 0.995
H 1.806 3.269 0.918
C 2.259 -2.243 -5.555
C 1.237 -2.693 -4.705
C 0.766 -1.815 -3.752
C 1.333 -0.570 -3.573
C 2.379 -0.165 -4.392
C 2.853 -0.992 -5.437
As 0.730 0.593 -2.196
C -0.943 1.349 -2.793
C -2.104 0.716 -3.023
C -3.167 1.494 -3.415
C -3.033 2.878 -3.617
C -1.835 3.498 -3.334
C -0.726 2.740 -2.876
C 0.654 3.256 -2.642
C 1.047 4.634 -2.786
C 2.363 4.985 -2.729
C 3.311 4.040 -2.406
C 2.948 2.679 -2.224
C 1.636 2.350 -2.339
H 2.662 -2.811 -6.419
H 0.744 -3.627 -4.801
H -0.077 -2.192 -3.226
H 2.774 0.832 -4.162
H 3.683 -0.698 -6.078
H -2.183 -0.361 -2.754
H -4.131 0.961 -3.469
H -3.875 3.488 -3.938
H -1.906 4.602 -3.502
H 0.284 5.316 -2.987
H 2.681 6.026 -2.961
H 4.376 4.331 -2.338
H 3.750 1.979 -2.060
*
```

Formula: C41H42BaP2
Source: OMol25
Level of theory: ωB97M-V/def2-TZVPD

Results
HOMO-LUMO gap (alpha / beta)   2.5 / 2.4 eV
LUMO level (alpha / beta)   -0.0434 / -0.0435 Ha
HOMO (alpha / beta)   -0.134 / -0.131 Ha
Strongest force on any atom   4.29 eV Å⁻¹

Geometry as ORCA input:
```
! wB97M-V def2-TZVPD RIJCOSX def2/J DEFGRID3
* xyz 0 1
Ba -2.967 -0.256 -4.697
C 2.824 0.279 0.032
C 2.872 0.558 -1.275
C 2.894 -0.333 -2.472
C 1.532 -1.036 -2.801
C 1.161 -2.205 -1.953
C 1.896 -2.750 -0.959
C 3.155 -2.250 -0.298
C 3.014 -1.064 0.661
C -3.773 -1.132 -1.847
H 2.685 1.107 0.738
H 2.862 1.613 -1.567
H 3.686 -1.089 -2.458
H 3.077 0.333 -3.335
H 0.741 -0.274 -2.780
H 1.592 -1.369 -3.847
H 0.236 -2.728 -2.257
H 1.600 -3.737 -0.544
H 3.959 -2.015 -0.996
H 3.512 -3.080 0.329
H 2.192 -1.265 1.361
H 3.929 -0.983 1.278
H -3.958 -1.025 -0.768
H -2.825 -1.681 -1.937
H -4.615 -1.722 -2.270
P -3.013 2.747 -7.123
P -4.383 -0.053 -7.421
C -2.231 1.488 -8.132
C -2.919 0.361 -8.414
C -3.009 4.080 -8.442
C -2.112 4.094 -9.518
C -2.217 5.056 -10.524
C -3.199 6.050 -10.460
C -4.088 6.057 -9.373
C -4.008 5.076 -8.377
C -1.544 3.136 -6.121
C -1.078 2.047 -5.348
C -0.129 2.257 -4.346
C 0.641 3.421 -4.403
C 0.333 4.415 -5.349
C -0.795 4.305 -6.178
C -5.376 -0.587 -8.937
C -5.632 0.363 -9.944
C -6.180 -0.039 -11.167
C -6.484 -1.388 -11.400
C -6.259 -2.322 -10.384
C -5.722 -1.922 -9.157
C -3.897 -1.725 -6.901
C -4.645 -2.253 -5.802
C -4.252 -3.476 -5.255
C -3.154 -4.146 -5.800
C -2.340 -3.553 -6.750
C -2.646 -2.272 -7.229
H -1.205 1.714 -8.457
H -2.719 -0.299 -9.274
H -1.332 3.342 -9.616
H -1.528 5.026 -11.369
H -3.271 6.814 -11.242
H -4.859 6.834 -9.310
H -4.732 5.073 -7.553
H -1.261 1.021 -5.757
H 0.026 1.488 -3.565
H 1.504 3.531 -3.736
H 0.948 5.307 -5.418
H -1.085 5.111 -6.856
H -5.349 1.407 -9.809
H -6.368 0.695 -11.954
H -6.910 -1.704 -12.359
H -6.506 -3.370 -10.547
H -5.518 -2.678 -8.400
H -5.417 -1.634 -5.288
H -4.841 -3.902 -4.440
H -2.963 -5.180 -5.496
H -1.494 -4.082 -7.187
H -2.006 -1.803 -7.978
C -0.252 0.663 1.998
C -0.809 1.929 1.751
C -1.466 2.195 0.513
C -1.418 1.191 -0.419
C -0.907 -0.067 -0.268
C -0.269 -0.325 1.004
H 0.207 0.415 2.968
H -0.725 2.695 2.517
H -1.969 3.157 0.347
H -0.962 -0.882 -1.025
H 0.228 -1.304 1.154
*
```